No. 1
Here is a molecular structure, C8H26B2O29 from OMol25. Energies are from ωB97M-V/def2-TZVPD.

Each line ends with the natural charge from an NBO analysis.
Geometry (Å):
O  1.615  -0.053  2.282  -0.63
C  2.756  -0.129  1.849  0.70
O  3.365  -1.227  1.767  -0.63
B  4.314  -1.069  0.684  1.14
O  4.165  0.324  0.286  -0.58
C  3.400  0.848  1.011  0.65
O  3.388  2.042  1.172  -0.57
O  4.251  -1.975  -0.446  -0.62
C  5.354  -2.537  -0.666  0.68
O  5.584  -3.111  -1.703  -0.58
C  6.243  -2.181  0.404  0.65
O  5.673  -1.396  1.208  -0.63
O  7.416  -2.304  0.312  -0.55
O  0.044  -2.552  0.459  -0.57
C  -0.134  -1.350  0.304  0.67
O  -1.000  -0.613  0.813  -0.61
B  -1.018  0.576  -0.041  1.18
O  0.109  0.446  -0.895  -0.65
C  0.539  -0.727  -0.776  0.66
O  1.572  -0.980  -1.372  -0.56
O  -1.075  1.785  0.782  -0.58
C  -2.023  2.481  0.395  0.68
O  -2.034  3.687  0.707  -0.60
C  -2.747  1.849  -0.641  0.69
O  -2.269  0.684  -0.854  -0.61
O  -3.705  2.295  -1.247  -0.62
O  -0.532  -1.025  3.732  -1.01
H  -0.282  -0.756  2.822  0.51
H  0.005  -0.655  4.498  0.50
O  -4.560  1.661  -3.981  -0.94
H  -4.673  0.757  -3.956  0.47
H  -3.655  1.858  -3.771  0.48
O  -0.301  5.830  1.370  -0.99
H  -0.867  5.061  1.080  0.51
H  -0.816  6.450  1.878  0.46
O  -2.645  -2.685  2.726  -1.01
H  -3.354  -2.182  2.270  0.47
H  -1.786  -2.202  2.926  0.52
O  0.878  3.059  2.869  -0.95
H  0.766  2.500  2.019  0.48
H  1.008  3.915  2.457  0.47
O  1.984  -4.098  2.583  -0.96
H  2.931  -4.098  2.983  0.47
H  1.916  -3.356  1.927  0.49
O  1.425  -4.498  -2.183  -0.98
H  1.980  -4.208  -2.879  0.48
H  1.225  -3.644  -1.575  0.49
O  3.471  -2.586  -3.215  -0.98
H  3.338  -1.704  -2.870  0.47
H  4.176  -2.854  -2.671  0.48
O  1.821  1.346  -2.910  -0.94
H  1.626  0.486  -3.447  0.46
H  1.289  1.046  -2.192  0.47
O  -1.375  -5.054  1.327  -0.98
H  -0.675  -4.264  1.174  0.50
H  -2.020  -4.570  1.763  0.47
O  -5.816  3.919  -2.319  -0.95
H  -6.496  3.735  -1.770  0.46
H  -5.113  3.225  -2.192  0.49
O  -5.900  0.236  -1.707  -1.00
H  -5.199  0.885  -1.933  0.51
H  -5.734  -0.475  -1.109  0.48
O  -4.058  5.120  -0.403  -0.98
H  -4.375  4.532  -1.050  0.47
H  -3.392  4.477  -0.060  0.47

Atoms 1-2, force components in eV/Å:
O 0.74 0.74 0.27
C -5.88 0.07 1.06

Total energy in hartree: -2552.58299
F_max in eV/Å: 11.0
Charge: -2
Relative energy (zero: lowest compared OMol25 entry of this formula, charge and spin) in kJ/mol: 574.9

No. 2
Here is a molecular structure, C8H26K3O15 from OMol25. Energies are from ωB97M-V/def2-TZVPD.

Each line ends with the natural charge from an NBO analysis.
Geometry (Å):
K  2.580  6.125  -3.505  0.98
K  8.672  4.012  -0.285  0.81
K  3.552  -3.870  -4.473  1.00
C  -4.868  -2.786  -1.997  -0.73
C  -4.074  -3.825  -2.785  0.75
O  -4.614  -4.917  -3.041  -0.75
O  -2.938  -3.498  -3.222  -0.77
H  -5.520  -2.357  -2.759  0.20
H  -4.299  -2.007  -1.488  0.20
H  -5.557  -3.190  -1.256  0.21
C  1.000  0.615  0.235  -0.74
C  2.509  0.771  -0.100  0.76
O  3.154  -0.225  -0.378  -0.81
O  2.996  1.872  -0.266  -0.85
H  0.950  1.046  1.234  0.20
H  0.719  -0.438  0.237  0.22
H  0.366  1.319  -0.304  0.21
C  -1.323  3.017  -6.422  -0.73
C  -0.076  2.229  -6.815  0.76
O  1.027  2.524  -6.280  -0.85
O  -0.266  1.446  -7.773  -0.77
H  -1.148  4.053  -6.714  0.18
H  -1.453  2.918  -5.344  0.20
H  -2.252  2.754  -6.929  0.21
C  -5.087  -0.666  3.852  -0.73
C  -4.715  -1.989  4.418  0.73
O  -5.125  -3.052  3.893  -0.75
O  -3.938  -1.987  5.400  -0.79
H  -4.271  -0.241  3.266  0.21
H  -5.350  0.015  4.661  0.19
H  -5.984  -0.878  3.272  0.21
O  0.287  0.578  6.919  -0.95
H  -0.483  0.134  6.566  0.49
H  -0.002  0.925  7.764  0.46
O  0.907  -3.920  3.979  -0.94
H  0.060  -3.530  4.194  0.48
H  1.138  -4.436  4.751  0.46
O  6.213  0.550  -4.571  -0.95
H  5.423  1.027  -4.825  0.48
H  6.162  0.490  -3.617  0.47
O  8.181  -2.582  -0.464  -0.94
H  7.276  -2.277  -0.401  0.48
H  8.611  -2.223  0.312  0.46
O  0.979  -5.573  -0.676  -0.97
H  0.905  -5.145  0.177  0.48
H  0.191  -5.306  -1.148  0.49
O  -2.525  5.228  5.536  -0.94
H  -3.038  4.770  6.201  0.47
H  -2.136  4.530  5.009  0.48
O  2.017  6.093  1.977  -0.94
H  2.426  5.323  1.583  0.48
H  2.738  6.556  2.403  0.46

Atoms 1-2, force components in eV/Å:
K -0.42 -0.59 -0.11
K -0.17 -0.18 0.04

Total energy in hartree: -3248.63223
F_max in eV/Å: 4.9
Charge: -1

No. 3
Here is a molecular structure, C8H26N12O12Pb from OMol25. Energies are from ωB97M-V/def2-TZVPD.

Each line ends with the natural charge from an NBO analysis.
Geometry (Å):
Pb  -0.147  -0.051  -0.347  1.61
O  3.495  -1.619  -1.983  -0.64
C  2.581  -1.108  -2.760  0.92
O  2.887  -0.664  -3.940  -0.18
O  1.439  -0.917  -2.236  -0.60
H  2.890  -2.087  -1.402  0.52
O  -3.800  0.585  2.286  -0.72
C  -3.589  0.724  0.954  0.96
O  -2.476  0.592  0.395  -0.86
O  -4.625  0.957  0.317  -0.78
H  -4.749  0.633  2.148  0.50
C  3.468  1.029  0.415  0.77
O  2.322  0.634  0.404  -0.72
N  4.474  0.313  -0.014  -0.81
N  3.870  2.187  0.835  -0.81
H  5.312  0.840  -0.217  0.38
H  4.387  -0.627  -0.374  0.41
H  4.728  2.470  0.382  0.39
H  3.131  2.752  1.228  0.43
C  -1.529  -2.903  -2.089  0.76
O  -1.704  -1.819  -1.570  -0.70
N  -2.487  -3.795  -2.102  -0.81
N  -0.470  -3.435  -2.488  -0.79
H  -3.427  -3.522  -1.852  0.42
H  -2.317  -4.665  -2.587  0.38
H  -0.459  -4.310  -2.993  0.40
H  0.369  -2.885  -2.375  0.41
C  0.046  -0.423  3.484  0.76
O  -0.623  -0.190  2.434  -0.73
N  -0.705  -0.713  4.547  -0.82
N  1.284  -0.543  3.593  -0.81
H  -1.689  -0.857  4.373  0.43
H  -0.295  -1.064  5.401  0.38
H  1.728  -0.938  4.409  0.41
H  1.636  -0.172  2.722  0.44
C  0.114  3.609  0.042  0.77
O  0.271  2.412  -0.044  -0.72
N  -0.019  4.289  1.171  -0.82
N  0.178  4.365  -0.958  -0.79
H  -0.088  5.293  1.089  0.39
H  -0.419  3.813  1.968  0.42
H  0.365  3.939  -1.855  0.41
H  -0.123  5.329  -0.984  0.39
C  -1.916  2.150  -2.882  0.78
O  -0.982  1.430  -2.597  -0.72
N  -2.994  2.179  -2.089  -0.84
N  -1.921  2.949  -3.933  -0.82
H  -2.865  1.752  -1.183  0.44
H  -3.667  2.910  -1.906  0.40
H  -2.646  3.641  -4.063  0.40
H  -0.986  3.050  -4.301  0.40
C  0.488  -3.066  1.331  0.79
O  0.904  -2.153  0.689  -0.73
N  -0.684  -3.611  1.325  -0.80
N  1.267  -3.659  2.215  -0.82
H  -0.940  -4.150  2.140  0.39
H  -1.417  -3.098  0.857  0.42
H  0.898  -4.426  2.759  0.39
H  2.229  -3.353  2.216  0.41

Atoms 1-2, force components in eV/Å:
Pb -1.74 1.07 0.68
O 0.90 -0.99 -1.03

<S²>: 0.757
Multiplicity: 2
Total energy in hartree: -2073.21456
F_max in eV/Å: 8.2
Charge: +1
Relative energy (zero: lowest compared OMol25 entry of this formula, charge and spin) in kJ/mol: 0.0

What did the third record say?
Here is a molecular structure, C8H26N12O12Pb from OMol25. Energies are from ωB97M-V/def2-TZVPD.

Each line ends with the natural charge from an NBO analysis.
Geometry (Å):
Pb  -0.147  -0.051  -0.347  1.61
O  3.495  -1.619  -1.983  -0.64
C  2.581  -1.108  -2.760  0.92
O  2.887  -0.664  -3.940  -0.18
O  1.439  -0.917  -2.236  -0.60
H  2.890  -2.087  -1.402  0.52
O  -3.800  0.585  2.286  -0.72
C  -3.589  0.724  0.954  0.96
O  -2.476  0.592  0.395  -0.86
O  -4.625  0.957  0.317  -0.78
H  -4.749  0.633  2.148  0.50
C  3.468  1.029  0.415  0.77
O  2.322  0.634  0.404  -0.72
N  4.474  0.313  -0.014  -0.81
N  3.870  2.187  0.835  -0.81
H  5.312  0.840  -0.217  0.38
H  4.387  -0.627  -0.374  0.41
H  4.728  2.470  0.382  0.39
H  3.131  2.752  1.228  0.43
C  -1.529  -2.903  -2.089  0.76
O  -1.704  -1.819  -1.570  -0.70
N  -2.487  -3.795  -2.102  -0.81
N  -0.470  -3.435  -2.488  -0.79
H  -3.427  -3.522  -1.852  0.42
H  -2.317  -4.665  -2.587  0.38
H  -0.459  -4.310  -2.993  0.40
H  0.369  -2.885  -2.375  0.41
C  0.046  -0.423  3.484  0.76
O  -0.623  -0.190  2.434  -0.73
N  -0.705  -0.713  4.547  -0.82
N  1.284  -0.543  3.593  -0.81
H  -1.689  -0.857  4.373  0.43
H  -0.295  -1.064  5.401  0.38
H  1.728  -0.938  4.409  0.41
H  1.636  -0.172  2.722  0.44
C  0.114  3.609  0.042  0.77
O  0.271  2.412  -0.044  -0.72
N  -0.019  4.289  1.171  -0.82
N  0.178  4.365  -0.958  -0.79
H  -0.088  5.293  1.089  0.39
H  -0.419  3.813  1.968  0.42
H  0.365  3.939  -1.855  0.41
H  -0.123  5.329  -0.984  0.39
C  -1.916  2.150  -2.882  0.78
O  -0.982  1.430  -2.597  -0.72
N  -2.994  2.179  -2.089  -0.84
N  -1.921  2.949  -3.933  -0.82
H  -2.865  1.752  -1.183  0.44
H  -3.667  2.910  -1.906  0.40
H  -2.646  3.641  -4.063  0.40
H  -0.986  3.050  -4.301  0.40
C  0.488  -3.066  1.331  0.79
O  0.904  -2.153  0.689  -0.73
N  -0.684  -3.611  1.325  -0.80
N  1.267  -3.659  2.215  -0.82
H  -0.940  -4.150  2.140  0.39
H  -1.417  -3.098  0.857  0.42
H  0.898  -4.426  2.759  0.39
H  2.229  -3.353  2.216  0.41

Atoms 1-2, force components in eV/Å:
Pb -1.74 1.07 0.68
O 0.90 -0.99 -1.03

<S²>: 0.757
Multiplicity: 2
Total energy in hartree: -2073.21456
F_max in eV/Å: 8.2
Charge: +1
Relative energy (zero: lowest compared OMol25 entry of this formula, charge and spin) in kJ/mol: 0.0